13
Properties=species:S:1:pos:R:3:forces:R:3 method="wB97M-V/def2-TZVPD" fmax_ha_per_bohr=0.0823 lumo_energy_ev=-0.634 homo_energy_ev=-8.2 smiles="C=[PH]=P(=C)C" relative_energy_kj_mol=196.3
C -0.409275 0.428927 -2.178450 -1.5 -2.3 -3.2
P 1.108939 0.147132 -1.564734 -0.5 0.5 -0.7
P 1.038757 -0.425417 1.002015 -0.6 -0.6 1.0
C -0.090071 -1.599407 1.381380 0.7 0.8 0.0
C 0.095682 1.143244 1.305878 0.2 -0.2 -0.1
H -0.950490 1.325362 -1.926397 -0.1 0.2 0.1
H -1.020254 -0.277379 -3.085542 2.0 2.1 3.1
H 1.362652 -1.121263 -2.110061 0.1 -0.2 -0.2
H -1.096217 -1.373665 1.697208 -0.2 0.0 -0.1
H 0.203751 -2.632116 1.369270 0.0 -0.3 -0.1
H 0.210600 1.438573 2.347237 0.0 0.0 0.1
H 0.507094 1.935812 0.679791 -0.1 0.0 0.0
H -0.961170 1.010197 1.082404 0.0 0.1 0.0

12
Properties=species:S:1:pos:R:3:forces:R:3 method="wB97M-V/def2-TZVPD" fmax_ha_per_bohr=0.1028 lumo_energy_ev=0.818 homo_energy_ev=-9.3 smiles="C=CC.S" relative_energy_kj_mol=184.5
C 0.998004 -1.724655 0.395568 -5.1 -0.9 1.0
C -0.321222 -1.504312 0.833089 4.0 0.3 -2.3
C -1.019611 -0.110107 0.809869 0.7 -3.0 1.8
H 1.380623 -2.654998 0.008331 -0.1 -0.5 0.8
H 1.573956 -0.914423 0.166425 1.5 2.2 -0.5
H -0.955408 -2.366720 1.050534 0.1 0.3 -0.1
H -0.590354 0.677069 1.356892 0.9 0.6 1.6
H -1.176415 0.394385 -0.079350 -0.5 0.0 -2.5
H -1.910148 -0.463651 1.260419 -1.6 1.0 0.4
S 1.159589 2.966467 -1.494120 -0.7 -0.3 -0.2
H -0.013609 2.298426 -1.588696 0.3 0.0 0.4
H 0.874596 3.402520 -2.718961 0.3 0.3 -0.3

12
Properties=species:S:1:pos:R:3:forces:R:3 method="wB97M-V/def2-TZVPD" fmax_ha_per_bohr=0.1020 lumo_energy_ev=0.796 homo_energy_ev=-9.1 smiles="C=CC.S" relative_energy_kj_mol=176.0
C -1.159914 0.120141 0.980253 -0.6 -5.0 -1.4
C -1.488624 -1.027429 0.243777 1.9 2.0 -0.1
C -0.400641 -2.134399 -0.316945 -1.8 2.4 0.8
H -1.803861 0.937149 1.255365 -0.2 -0.1 0.0
H -0.233937 -0.099553 1.470377 0.6 1.1 0.4
H -2.455784 -1.099457 -0.223284 -0.3 -0.1 -0.2
H 0.594757 -1.847571 0.062367 -0.4 -0.4 -0.1
H -0.747853 -3.095786 0.084368 0.5 0.1 -0.5
H -0.389100 -2.060795 -1.448209 -0.2 -0.4 1.4
S 1.194628 1.407778 -0.366572 0.5 -0.8 -0.4
H 2.240045 0.531373 -0.568932 -0.6 0.7 0.1
H 1.976753 2.460313 -0.209416 0.5 0.3 0.0

13
Properties=species:S:1:pos:R:3:forces:R:3 method="wB97M-V/def2-TZVPD" fmax_ha_per_bohr=0.0845 lumo_energy_ev=0.696 homo_energy_ev=-8.8 smiles=C[C@H](S)CS relative_energy_kj_mol=160.5
C -1.531714 -0.668824 -0.111524 -1.6 -0.5 -2.2
C -0.467825 0.156436 0.371208 3.6 2.0 -1.3
S -0.625047 1.900208 -0.114549 0.6 0.8 -0.4
C 0.759112 -0.366419 -0.333904 0.9 1.4 0.9
S 2.260495 0.573547 -0.086896 2.1 -0.3 1.2
H -2.331765 -0.109993 0.385158 -1.4 -1.1 -1.0
H -1.408954 -1.713055 0.247879 -0.4 0.6 -0.3
H -1.431936 -0.630566 -1.339989 -1.1 -0.1 3.2
H -0.269902 0.171117 1.415053 -0.2 -0.4 1.1
H 0.781791 2.110719 -0.286133 -1.9 -0.1 0.4
H 0.693106 -0.374513 -1.407308 -0.4 0.0 -0.4
H 0.843656 -1.327719 0.036470 0.7 -2.3 0.4
H 2.728978 0.279058 1.224541 -1.0 0.1 -1.5

13
Properties=species:S:1:pos:R:3:forces:R:3 method="wB97M-V/def2-TZVPD" fmax_ha_per_bohr=0.0867 lumo_energy_ev=0.230 homo_energy_ev=-8.2 relative_energy_kj_mol=410.4
C -0.786445 0.631333 1.644304 0.1 -1.0 3.1
C 0.879400 1.442857 -1.990546 -0.2 -2.5 -3.7
C -0.759738 -0.815272 1.240802 1.0 1.0 -0.8
S 1.951501 0.010130 -1.992330 -2.6 -2.8 2.1
S -1.916418 -1.768707 1.898871 -1.2 2.9 1.7
H -0.050289 0.742545 2.527079 -0.8 -0.6 -1.0
H -0.387098 1.394545 1.030788 0.2 0.3 -1.4
H -1.730663 0.947983 2.093830 -0.2 0.3 -0.2
H 1.234944 2.010511 -2.864311 -0.5 0.7 1.1
H 0.740470 1.751729 -1.029656 0.0 1.9 2.2
H -0.033776 0.906376 -2.299088 -0.1 0.9 0.1
H 2.980158 0.418128 -2.511608 3.4 1.8 -1.7
H -1.619482 -2.847609 1.350018 0.9 -2.8 -1.4

12
Properties=species:S:1:pos:R:3:forces:R:3 method="wB97M-V/def2-TZVPD" fmax_ha_per_bohr=0.1002 lumo_energy_ev=1.070 homo_energy_ev=-9.3 smiles="C=CC[SiH3]" relative_energy_kj_mol=101.2
C -2.317578 -0.153317 -0.024934 2.2 -0.2 0.4
C -1.008617 -0.424404 -0.078536 -1.3 -3.5 -0.3
C 0.089179 0.467828 0.102732 2.9 3.0 0.5
Si 2.147471 -0.100149 0.041038 -4.5 0.2 -2.5
H -2.537561 0.865649 0.178996 -0.9 0.7 0.1
H -3.009686 -0.959765 0.008461 -0.7 -0.1 -0.3
H -0.686950 -1.473298 -0.248103 -0.6 0.4 0.1
H -0.088218 1.031944 1.057489 0.4 -0.2 -0.7
H -0.047168 1.229436 -0.719580 0.8 -0.3 0.8
H 2.682096 -0.534425 1.264693 0.5 -0.7 1.2
H 2.782550 1.096121 -0.413489 0.6 0.7 -0.2
H 1.994484 -1.045621 -1.168762 0.7 0.2 1.0

16
Properties=species:S:1:pos:R:3:forces:R:3 method="wB97M-V/def2-TZVPD" fmax_ha_per_bohr=0.1265 lumo_energy_ev=-3.396 homo_energy_ev=-13.8 smiles="C=C[C@H]([NH3+])B(O)O" charge=+1 relative_energy_kj_mol=80.2
C -0.163191 2.397972 -0.758233 -0.4 0.4 -1.5
C -0.200891 1.320877 0.027581 -0.6 1.0 1.3
C -0.462688 -0.211143 -0.161657 4.7 4.4 1.0
N -1.338787 -0.668848 0.945938 0.0 -1.4 -4.2
B 1.008443 -1.009376 -0.071331 -3.1 0.3 -0.2
O 2.034395 -0.690792 -0.791662 1.2 1.1 -1.4
O 0.773497 -2.113753 0.650160 0.3 -2.2 0.4
H -0.126074 3.433661 -0.382248 0.3 -0.9 0.5
H -0.230194 2.496118 -1.860045 0.0 -0.9 0.6
H -0.123177 1.701020 1.071544 0.0 -1.0 -0.2
H -0.822783 -0.229034 -1.131605 -1.4 -1.1 -1.7
H -2.267737 -0.387201 0.644706 -0.5 -0.5 0.7
H -1.048999 -1.677289 0.782585 -1.1 0.5 1.9
H -1.030928 -0.159848 1.725278 0.3 0.2 2.0
H 2.711450 -1.300434 -1.085345 0.3 -0.1 0.3
H 1.287665 -2.901932 0.394332 -0.1 0.3 0.6

18
Properties=species:S:1:pos:R:3:forces:R:3 method="wB97M-V/def2-TZVPD" fmax_ha_per_bohr=0.0391 lumo_energy_ev=3.096 homo_energy_ev=-4.1 charge=-1 relative_energy_kj_mol=22.9
C 0.607316 1.767071 -2.192091 -0.1 0.5 0.2
O -0.350545 0.773281 -2.018846 -0.2 -0.4 -0.6
C 0.263588 -0.478583 -1.697571 0.6 0.1 1.1
B 0.601719 -0.509027 -0.109703 1.0 -0.6 -0.8
N 2.000023 -0.835421 0.237465 -1.8 0.8 0.2
H 1.422154 1.456812 -2.857857 -0.1 0.0 -0.1
H 0.091903 2.633971 -2.604257 0.1 0.0 -0.1
H 1.063662 2.097547 -1.245730 0.0 -0.2 0.1
H -0.403336 -1.306052 -1.956134 -0.2 0.2 0.0
H 1.173144 -0.632872 -2.306382 -0.1 0.1 0.0
H -0.219163 -0.245232 0.695038 -0.1 -0.2 0.0
H 2.103024 -0.818116 1.242394 0.2 0.0 0.2
H 2.553916 -0.088788 -0.163473 0.6 -0.4 -0.3
C -1.796787 -0.783348 3.165524 0.8 0.1 1.3
O -2.393963 -0.481980 4.242041 0.3 -0.2 -0.7
O -2.653838 -0.883792 2.065549 -0.5 0.1 0.2
O -0.589756 -0.995639 2.956616 -0.5 0.0 -0.1
H -3.473062 -0.669833 2.547417 0.0 -0.1 -0.6

16
Properties=species:S:1:pos:R:3:forces:R:3 method="wB97M-V/def2-TZVPD" fmax_ha_per_bohr=0.1165 lumo_energy_ev=0.136 homo_energy_ev=-8.5 relative_energy_kj_mol=136.3
B -1.938149 -0.008552 -0.174740 3.6 -0.1 1.7
C 2.439135 0.297376 0.200713 -2.8 -4.0 -3.5
C 0.876447 0.379258 0.415849 1.3 -0.3 0.1
C 0.031126 -0.366083 -0.602501 -4.6 -0.1 -1.2
O -2.384699 -0.274328 1.115523 0.0 -0.2 -1.1
O -2.497325 0.893798 -0.999615 1.9 -0.9 -1.3
O 0.356963 -1.743714 -0.901899 0.0 0.4 1.5
H 2.899923 0.485991 1.086061 1.7 1.0 2.2
H 2.785471 0.747777 -0.712949 0.3 0.8 0.1
H 2.602061 -0.862328 -0.056808 -0.1 2.3 0.8
H 0.500595 1.411717 0.521857 0.2 -0.4 -0.1
H 0.844177 -0.096165 1.410009 -0.9 0.1 -0.2
H -0.195191 0.074168 -1.630910 1.4 -0.1 1.4
H -3.263114 0.091845 1.275091 0.0 0.0 0.2
H -3.332261 1.261417 -0.860525 -2.1 0.8 0.6
H 0.274845 -2.292184 -0.085151 0.1 0.8 -0.9

16
Properties=species:S:1:pos:R:3:forces:R:3 method="wB97M-V/def2-TZVPD" fmax_ha_per_bohr=0.0750 lumo_energy_ev="0.675 / -0.011" homo_energy_ev="-7.5 / -7.5" relative_energy_kj_mol=393.5
B 2.632469 -0.238372 0.376953 -1.1 -1.1 -0.7
C -2.559211 0.333639 -0.929555 2.1 2.8 -0.4
C -1.235955 -0.360340 -0.529773 -0.1 0.3 1.6
C -0.430028 0.259902 0.639970 -0.6 0.5 -1.0
O 3.122075 -1.421812 -0.041396 -1.7 -0.4 0.3
O 3.421193 0.814512 0.551038 1.9 -1.0 -0.1
O -0.522417 -0.170434 1.981025 -0.5 3.5 -1.6
H -3.378997 0.325010 -0.284267 -1.3 -0.8 1.1
H -2.832420 0.194716 -1.956744 -0.3 -0.9 -0.5
H -2.364512 1.456306 -0.991767 0.2 -1.0 0.3
H -0.547002 -0.115256 -1.301181 0.5 -0.5 -1.2
H -1.350540 -1.419205 -0.377594 0.0 -0.6 -0.3
H -0.472159 1.356171 0.295960 0.6 -1.1 2.2
H 4.058448 -1.481843 -0.071710 1.6 0.0 -0.1
H 2.896767 1.558635 0.644197 -1.3 2.6 0.5
H -0.437710 -1.091631 1.994842 0.2 -2.2 -0.1

16
Properties=species:S:1:pos:R:3:forces:R:3 method="wB97M-V/def2-TZVPD" fmax_ha_per_bohr=0.0796 lumo_energy_ev="0.101 / 0.402" homo_energy_ev="-7.0 / -7.0" relative_energy_kj_mol=344.6
B 1.645583 0.568079 1.644958 -0.1 -1.1 -1.5
C -1.864204 -0.760503 -1.677797 -0.8 0.1 0.0
C -1.093369 -0.795530 -0.323019 -1.3 2.0 -1.4
C 0.042881 0.149326 -0.475371 0.2 1.7 3.7
O 1.682881 1.457278 2.652643 0.4 0.7 0.8
O 2.691756 -0.252191 1.336971 -0.4 -0.7 -0.6
O -0.224976 1.490221 -0.740539 -3.0 -0.7 1.6
H -1.168460 -0.373079 -2.465624 -1.0 -0.2 0.4
H -2.822628 -0.146167 -1.560441 1.4 -0.7 -0.6
H -2.132750 -1.811647 -1.912815 -0.1 0.8 -0.2
H -0.861365 -1.784455 -0.185141 1.5 -2.2 0.5
H -1.792125 -0.601817 0.470054 -0.2 0.6 0.6
H 0.798353 -0.182198 -1.080948 2.0 -0.8 -1.4
H 2.529667 1.484869 3.169658 -1.0 -0.2 -0.7
H 3.632372 -0.082659 1.304956 0.1 0.4 0.4
H -1.063615 1.640473 -0.157547 2.2 0.2 -1.6

15
Properties=species:S:1:pos:R:3:forces:R:3 method="wB97M-V/def2-TZVPD" fmax_ha_per_bohr=0.1090 lumo_energy_ev="-0.138 / -2.620" homo_energy_ev="-9.5 / -6.1" relative_energy_kj_mol=566.0
C 1.322453 1.232017 0.461764 -2.4 -1.4 3.3
C -0.222581 -1.431075 1.380172 3.0 -4.2 -2.3
C 0.632287 -0.856889 -1.824567 -2.6 3.4 0.3
Si 0.822852 -0.571948 0.037413 1.9 -0.4 0.4
S -4.370481 2.823210 -0.204790 -0.7 0.5 -0.1
Br -2.664049 1.671445 0.114812 0.7 -0.5 0.1
H 0.335642 1.700948 0.750986 0.9 0.4 -1.2
H 1.779810 1.311805 1.499107 0.2 -0.4 -1.5
H 1.903363 1.608266 -0.327824 0.5 1.1 -0.8
H -1.108582 -0.952510 1.331944 -3.3 1.2 0.9
H -0.309400 -2.608589 1.166162 -0.3 2.6 -0.2
H 0.333662 -1.533952 2.282093 0.1 0.9 1.0
H 0.824022 0.124956 -2.352335 0.9 -1.0 0.5
H 1.162836 -1.672330 -2.192488 0.8 -1.2 -0.8
H -0.441835 -0.845352 -2.122450 0.4 -1.0 0.3

15
Properties=species:S:1:pos:R:3:forces:R:3 method="wB97M-V/def2-TZVPD" fmax_ha_per_bohr=0.0237 lumo_energy_ev=0.847 homo_energy_ev=-9.4 smiles=ClCCl.CCN
Cl -2.435190 2.552170 -4.064695 0.0 0.0 0.0
C -1.704842 3.633055 -2.878032 -0.5 0.3 1.1
Cl -0.118701 4.221388 -3.375921 0.0 0.0 0.0
H -2.376440 4.497849 -2.715149 0.5 -0.5 -0.3
H -1.605678 3.097700 -1.914178 0.1 0.2 -0.7
C 1.829374 -1.302485 1.757946 0.2 0.2 0.0
C 0.757570 -2.084117 1.014391 0.0 0.0 -0.3
N -0.550415 -1.848191 1.638478 -0.3 -0.5 0.1
H 1.581879 -0.227611 1.755782 0.1 -0.4 0.1
H 2.813620 -1.437840 1.278851 -0.3 0.0 0.2
H 1.897058 -1.645811 2.803969 0.0 0.2 -0.3
H 0.694245 -1.722197 -0.029864 0.1 -0.2 0.4
H 1.040504 -3.153896 0.983248 -0.1 0.3 -0.1
H -1.280804 -2.373560 1.145312 0.4 0.3 0.3
H -0.542180 -2.206453 2.599860 0.0 0.2 -0.5

17
Properties=species:S:1:pos:R:3:forces:R:3 method="wB97M-V/def2-TZVPD" fmax_ha_per_bohr=0.0837 lumo_energy_ev="-3.470 / -5.302" homo_energy_ev="-14.7 / -9.9" charge=+1 relative_energy_kj_mol=486.0
C -1.188506 0.008862 0.834787 -0.9 -2.7 1.4
C -0.690676 -1.831844 -0.756323 -1.0 -0.9 0.1
C -0.431465 0.447406 -1.522758 2.7 -0.6 3.3
N -1.235310 -0.401751 -0.609425 -2.3 -1.3 -1.3
Si 2.579948 1.885006 1.293745 -2.5 -2.0 -0.9
Cl 3.153054 1.725185 -0.610207 1.1 0.3 -0.9
Cl 1.883670 3.574531 1.940799 0.0 2.2 0.7
Cl 3.371767 0.650386 2.593686 1.4 -0.6 1.1
H -0.717511 -0.835805 1.460132 -0.8 1.3 -1.1
H -0.581172 0.825011 0.904546 1.8 2.2 0.2
H -2.145871 0.280392 1.312061 0.1 -0.4 -0.8
H -0.972411 -2.108009 -1.820532 1.0 0.0 1.2
H 0.417155 -1.873427 -0.461703 -1.8 0.1 -0.7
H -1.362366 -2.476471 -0.077391 1.4 0.9 -0.9
H -0.435183 0.147233 -2.541779 -0.3 0.0 -0.8
H 0.623469 0.521477 -0.953383 -2.4 0.5 -1.7
H -2.268591 -0.538183 -0.986255 2.5 0.9 1.1

18
Properties=species:S:1:pos:R:3:forces:R:3 method="wB97M-V/def2-TZVPD" fmax_ha_per_bohr=0.1053 lumo_energy_ev=-3.516 homo_energy_ev=-12.9 charge=+1 relative_energy_kj_mol=27.7
H -1.819553 0.882634 0.171821 1.1 -0.1 0.7
N -1.029323 0.869080 0.864019 -1.1 0.0 -1.2
C 0.103390 0.561078 0.445068 2.9 1.2 2.9
N 0.495362 -0.046033 -0.765588 -2.0 -0.3 1.3
C -0.227767 -1.043970 -1.257074 0.8 -0.1 -0.7
N 0.251787 -1.776547 -2.280396 1.8 0.9 -2.3
N -1.412595 -1.435895 -0.820036 0.2 -1.6 -1.1
N 1.321117 0.953058 1.426326 -1.8 -1.4 -4.9
C 0.818003 1.167294 2.691350 -2.2 2.1 3.3
Cl 2.608572 -0.226249 1.501266 -0.5 0.1 -0.5
H 1.272239 0.251488 -1.263112 1.9 0.7 -0.7
H -0.474356 -2.344407 -2.774048 1.5 0.8 0.2
H 1.156945 -1.440914 -2.859714 -3.1 -1.2 1.9
H -1.518191 -2.356188 -1.274612 -1.2 0.6 1.3
H -1.839716 -1.249393 0.069903 0.2 0.1 0.2
H -0.011420 1.984737 2.737670 1.4 -1.6 -0.5
H 0.463641 0.263423 3.183032 -0.4 -0.1 0.0
H 1.589480 1.562065 3.327810 0.6 0.2 0.2

18
Properties=species:S:1:pos:R:3:forces:R:3 method="wB97M-V/def2-TZVPD" fmax_ha_per_bohr=0.1411 lumo_energy_ev="-0.599 / -0.300" homo_energy_ev="-7.5 / -7.8" relative_energy_kj_mol=397.0
C -0.260025 -0.451698 -1.493385 2.2 2.8 -1.4
C -2.079101 -0.764823 1.045883 0.6 -2.0 -7.0
C 0.170482 -0.108238 -0.096857 -1.9 1.7 -0.7
N -0.702031 -0.382914 0.893779 2.4 0.1 3.2
O 2.020409 -1.939963 -0.281156 0.0 1.6 0.1
O 2.089033 -0.540538 1.693116 0.1 1.1 1.1
P 0.267304 2.634914 0.099485 -3.2 -1.9 -0.5
S 1.815838 -0.625545 0.309446 0.7 -2.1 -2.1
Cl 2.925118 0.786393 -0.801634 -0.2 -1.0 0.7
H 0.653557 -0.256695 -2.148742 -0.9 -1.4 0.7
H -0.749923 -1.395374 -1.564885 0.0 -0.7 -0.3
H -0.814097 0.368544 -1.970916 -0.8 -0.3 0.7
H -2.342511 -0.801359 2.000983 -1.2 0.6 4.0
H -2.749950 -0.206947 0.315419 0.7 -0.4 1.4
H -2.137690 -1.862582 0.703157 -0.3 1.3 0.3
H -0.151578 -0.400102 1.778323 -1.1 0.2 -0.6
H 1.406735 2.911985 0.688707 2.6 0.5 1.0
H 0.638437 3.034938 -1.170719 0.5 0.1 -0.7

Summary of calculated total energy in eV
-21814.73131 -14074.00906 -14074.09698 -24909.73373 -24907.14411 -11115.93753 -9512.74222 -13615.03980 -10076.11568 -10073.45077 -10073.95749 -92008.80614 -29791.71102 -50184.03841 -23221.55719 -41484.11475
(order as listed above)